*i*
Density functional theory data (wB97M-V/def2-TZVPD) for an isolated molecule of C4H6O2.

```
! RIJCOSX wB97M-V def2-TZVPD def2/J DEFGRID3
* xyz 0 1
C -0.67489 0.22675 -1.19577
C 0.01324 -1.30164 0.54753
O 1.06634 -1.87363 0.40543
C -0.19773 0.17004 0.27381
C 1.07119 0.96456 0.51672
O 1.06672 2.06662 1.01178
H -1.32022 1.08706 -1.36987
H -1.25016 -0.67240 -1.44178
H 0.17092 0.26427 -1.88696
H -0.97827 0.57802 0.92456
H -0.91821 -1.85203 0.80697
H 2.01318 0.45514 0.22908
*
```

Output
HOMO-LUMO gap	10.484	eV
HOMO level	-9.791	eV
LUMO energy	0.025	Eh

---

*ii*
Density functional theory data (wB97M-V/def2-TZVPD) for an isolated molecule of C4H6O2.

```
! RIJCOSX wB97M-V def2-TZVPD def2/J DEFGRID3
* xyz 0 1
C 0.94997 -0.95690 0.17517
C -0.35078 -0.47595 0.78043
C -1.50099 -0.03832 -0.19260
O -2.60944 0.14316 0.31732
C 1.85269 0.19314 -0.44489
O 1.47247 1.30843 -0.74709
H 0.89223 -1.83066 -0.55427
H 1.75428 -1.41439 0.95155
H -0.17361 0.47412 1.50973
H -0.72428 -1.22577 1.53209
H -1.27601 0.20312 -1.28334
H 2.91784 -0.15092 -0.62622
*
```

Output
HOMO-LUMO gap	10.665	eV
HOMO level	-10.004	eV
LUMO energy	0.024	Eh

---

How do the energies compare? Relative to the most stable structure, in kJ/mol: *i* 0.0; *ii* 67.2.

---

*i*
Density functional theory data (wB97M-V/def2-TZVPD) for an isolated molecule of C4H6O2.

```
! RIJCOSX wB97M-V def2-TZVPD def2/J DEFGRID3
* xyz 0 1
C -1.33424 0.22727 -1.19379
C -0.01270 -0.34950 -0.69482
O 0.50818 -1.32558 -1.18491
C 0.37164 0.24092 0.63281
C 1.60235 -0.25205 1.37280
O 2.11420 0.38029 2.26750
H -1.78086 0.98884 -0.53758
H -2.05044 -0.59368 -1.30160
H -1.15649 0.68125 -2.16543
H 0.29470 1.32900 0.70511
H -0.58793 -0.10549 1.04365
H 2.03160 -1.22129 1.05628
*
```

Output
HOMO-LUMO gap	10.490	eV
HOMO level	-9.817	eV
LUMO energy	0.025	Eh

---

*ii*
Density functional theory data (wB97M-V/def2-TZVPD) for a structure of composition C4H6O2.

```
! RIJCOSX wB97M-V def2-TZVPD def2/J DEFGRID3
* xyz 0 1
C 0.93870 -1.05136 0.13601
O -0.06256 -1.25980 -0.88871
C -0.40768 0.11964 -0.84521
C -1.15959 0.64412 0.40383
O 0.06747 1.11193 1.00054
C 0.83174 0.48387 -0.01860
H 1.89939 -1.52919 -0.08428
H 0.57265 -1.40034 1.10969
H -0.90133 0.51887 -1.72441
H -1.85141 1.48584 0.24895
H -1.66619 -0.15061 0.95931
H 1.73882 1.02702 -0.29711
*
```

Output
HOMO-LUMO gap	10.860	eV
HOMO level	-9.790	eV
LUMO energy	0.039	Eh

---

*iii*
Density functional theory data (wB97M-V/def2-TZVPD) for a cluster of 2 separate species, C4H6O2 in total.

```
! RIJCOSX wB97M-V def2-TZVPD def2/J DEFGRID3
* xyz 0 1
C 0.24994 1.23172 -0.37505
C 0.11020 0.15085 0.51374
C 1.44739 1.19983 0.35850
C 1.03352 0.68463 1.63635
O -1.66477 -2.21609 -0.82446
O -1.58667 -1.53686 -2.11050
H -0.22847 1.46730 -1.19604
H 2.49846 1.03793 0.14423
H -2.46189 -1.95684 -2.52252
H 0.46433 1.20789 2.42046
H 1.70330 0.12158 2.15689
H -1.56533 -1.39195 -0.20161
*
```

Output
HOMO-LUMO gap	9.380	eV
HOMO level	-8.609	eV
LUMO energy	0.028	Eh

---

*iv*
Density functional theory data (wB97M-V/def2-TZVPD) for an isolated molecule of C4H6O2.

```
! RIJCOSX wB97M-V def2-TZVPD def2/J DEFGRID3
* xyz 0 1
C -2.40678 -0.39432 0.04657
C -1.27321 0.26717 -0.05813
C 1.02406 0.46030 0.08195
C 2.20936 -0.46319 -0.09986
H -3.40623 0.04320 -0.03651
H -2.42313 -1.46166 0.30850
H -1.16904 1.31487 -0.31514
H 1.04180 1.26359 -0.69852
H 1.13392 0.98081 1.04552
H 1.97218 -1.47930 -0.38565
O -0.07785 -0.38588 0.04024
O 3.37493 -0.14560 0.07102
*
```

Output
HOMO-LUMO gap	10.306	eV
HOMO level	-9.401	eV
LUMO energy	0.033	Eh

---

How do the energies compare? Relative to the most stable structure, in kJ/mol: *i* 0.0; *ii* 180.2; *iii* 706.3; *iv* 87.9.

---

*i*
Density functional theory data (wB97M-V/def2-TZVPD) for an isolated molecule of C3H5N3.

```
! RIJCOSX wB97M-V def2-TZVPD def2/J DEFGRID3
* xyz 0 1
C 0.51568 0.03442 -1.22092
N -0.07728 -1.02940 0.70880
C -1.16352 -0.47797 1.06861
N -1.07359 0.95715 1.23765
N 0.06532 1.29454 0.84951
C 0.73725 0.09611 0.32248
H -0.34537 0.66709 -1.45419
H 0.25545 -0.98753 -1.51783
H 1.40301 0.35040 -1.75773
H -2.11112 -0.99716 1.14862
H 1.79416 0.09235 0.61501
*
```

Output
HOMO-LUMO gap	10.051	eV
HOMO level	-10.168	eV
LUMO energy	-0.004	Eh

---

*ii*
Density functional theory data (wB97M-V/def2-TZVPD) for an isolated molecule of C3H5N3.

```
! RIJCOSX wB97M-V def2-TZVPD def2/J DEFGRID3
* xyz 0 1
N -1.81756 -0.36747 -0.32420
C -0.46656 -0.04146 -0.10247
C 0.62469 -0.88059 -0.17298
N 1.71515 -0.09937 0.05598
N 1.41540 1.18090 0.25908
C 0.09144 1.22966 0.17083
H -2.44041 0.36415 -0.00788
H -2.08457 -1.23607 0.12113
H 0.70521 -1.94050 -0.36799
H 2.68059 -0.38364 0.06984
H -0.42339 2.17441 0.29866
*
```

Output
HOMO-LUMO gap	9.229	eV
HOMO level	-8.154	eV
LUMO energy	0.040	Eh

---

How do the energies compare? Relative to the most stable structure, in kJ/mol: *i* 126.1; *ii* 0.0.

---

*i*
Density functional theory data (wB97M-V/def2-TZVPD) for an isolated molecule of C3H5N3.

```
! RIJCOSX wB97M-V def2-TZVPD def2/J DEFGRID3
* xyz 0 1
N -1.97100 -0.15530 0.06293
C -0.52955 -0.20295 0.03831
N 0.29309 -1.14754 -0.22456
N 1.59832 -0.61506 -0.13268
C 1.87278 0.64548 0.05360
C -0.75237 1.05363 0.48597
H -2.43736 -0.28923 -0.82879
H -2.45271 -0.56777 0.85085
H 2.26903 -1.37422 -0.22320
H 2.97454 0.70895 0.11051
H -0.82210 1.93057 -0.14683
*
```

Output
HOMO-LUMO gap	8.971	eV
HOMO level	-8.250	eV
LUMO energy	0.026	Eh

---

*ii*
Density functional theory data (wB97M-V/def2-TZVPD) for an isolated molecule of C3H5N3.

```
! RIJCOSX wB97M-V def2-TZVPD def2/J DEFGRID3
* xyz 0 1
C 0.75298 -1.21686 0.88158
C 0.10332 -0.10013 0.12950
N 0.36340 1.17823 0.39455
N -0.38007 1.83217 -0.47962
N -1.11372 1.10527 -1.29761
C -0.82312 -0.13790 -0.92978
H 0.03142 -2.00394 1.12128
H 1.56094 -1.67103 0.29759
H 1.17968 -0.83973 1.81419
H -0.39545 2.83998 -0.51023
H -1.27939 -0.98605 -1.42144
*
```

Output
HOMO-LUMO gap	10.949	eV
HOMO level	-9.780	eV
LUMO energy	0.043	Eh

---

How do the energies compare? Relative to the most stable structure, in kJ/mol: *i* 564.1; *ii* 0.0.